Density functional theory data (ωB97M-V/def2-TZVPD) for a cluster of 2 separate species, C2H8N4 in total.

Last column: natural (NBO) charge in e.
Geometry (Å):
N 1.610 0.801 1.254  -0.7900
C 0.668 1.634 1.793  0.3110
N -0.500 1.739 1.252  -0.8108
H 1.351 0.268 0.440  0.4019
H 2.566 1.111 1.307  0.3844
H 1.016 2.442 2.442  0.1529
H -1.221 1.763 1.973  0.3564
N -0.761 -0.589 -1.014  -0.8516
C -0.452 -1.838 -1.464  0.2855
N -1.040 -2.602 -2.319  -0.7165
H -0.727 -0.464 -0.010  0.4070
H -1.507 -0.061 -1.440  0.3861
H 0.571 -2.171 -1.230  0.1574
H -1.572 -2.033 -2.984  0.3262

HOMO level = -8.8 eV
SMILES = [H]/N=C/N.[H]/N=C\N
Calculated total energy = -299.96462 a.u.
Frontier orbital gap = 9.695 eV
Molecular weight = 88.11 g/mol

Density functional theory data (ωB97M-V/def2-TZVPD) for an isolated molecule of C4H6N2O.

Last column: natural (NBO) charge in e.
Geometry (Å):
N -2.741 0.481 -0.297  -0.6502
C -1.489 0.331 -0.299  0.3797
O -0.987 -0.892 -0.006  -0.5001
C 0.387 -1.142 -0.228  -0.0537
C 1.341 -0.372 0.702  -0.5522
C 1.757 0.913 0.136  0.2734
N 2.081 1.884 -0.402  -0.3170
H -2.964 1.455 -0.490  0.3464
H -0.742 1.115 -0.497  0.1480
H 0.667 -0.958 -1.273  0.1909
H 0.496 -2.208 -0.022  0.2099
H 0.878 -0.227 1.683  0.2639
H 2.247 -0.967 0.854  0.2611

HOMO level = -10.4 eV
SMILES = [H]/N=C/OCCC#N
Calculated total energy = -340.73459 a.u.
Frontier orbital gap = 11.110 eV
Molecular weight = 98.10 g/mol

Density functional theory data (ωB97M-V/def2-TZVPD) for a cluster of 2 separate species, C4H11N2 in total.

Last column: natural (NBO) charge in e.
Geometry (Å):
C -0.489 -1.752 0.064  -0.6300
C 0.414 -0.958 0.672  0.0595
N 0.178 0.201 1.347  -0.6032
C 1.175 0.684 2.306  -0.4102
H -1.553 -1.602 0.212  0.2134
H -0.177 -2.662 -0.416  0.2413
H 1.464 -1.205 0.591  0.2085
H -0.781 0.355 1.624  0.3869
H 1.182 0.093 3.220  0.2033
H 2.166 0.617 1.855  0.2083
H 0.975 1.724 2.539  0.2188
C -1.073 1.260 -2.234  0.1432
N -0.270 0.288 -2.124  -0.5825
H -1.863 1.409 -1.505  0.2268
H -0.970 1.949 -3.062  0.2275
H 0.426 0.152 -2.851  0.4319
H -0.284 -0.411 -1.316  0.4566

HOMO level = -12.3 eV
Calculated total energy = -268.21971 a.u.
Net charge = +1
Frontier orbital gap = 7.318 eV
Molecular weight = 87.15 g/mol

Density functional theory data (ωB97M-V/def2-TZVPD) for an isolated molecule of C4H8S.

Last column: natural (NBO) charge in e.
Geometry (Å):
C 0.654 -0.085 -0.704  -0.2974
C -0.767 -0.737 -0.320  -0.4203
C -0.733 0.006 0.982  -0.4223
C 0.797 0.167 0.925  -0.4055
H -0.358 1.366 -2.431  0.1216
H 1.660 -0.613 -1.070  0.2286
H -0.594 -1.792 -0.446  0.2289
H -1.496 -0.167 -1.058  0.2170
H -1.131 0.949 1.110  0.2307
H -1.027 -0.903 1.701  0.2026
H 1.246 0.910 1.476  0.2080
H 1.301 -0.783 1.138  0.1889
S 0.447 1.681 -1.302  -0.0810

HOMO level = -8.9 eV
SMILES = SC1CCC1
Calculated total energy = -555.28416 a.u.
Frontier orbital gap = 9.880 eV
Molecular weight = 88.18 g/mol

Density functional theory data (ωB97M-V/def2-TZVPD) for a cluster of 3 separate species, C3H10O3S in total.

Last column: natural (NBO) charge in e.
Geometry (Å):
O -1.852 0.409 0.153  -0.5315
C -0.977 1.139 -0.210  0.4632
C 0.438 0.871 -0.634  -0.5366
C 0.739 -0.633 -0.592  -0.5232
S 2.475 -1.213 -0.593  -0.0250
H -1.214 2.230 -0.259  0.0954
H 1.083 1.603 -0.143  0.2411
H 0.488 1.200 -1.684  0.2447
H 0.387 -1.014 0.375  0.2304
H 0.172 -1.126 -1.383  0.2316
H 2.773 -0.723 0.620  0.1089
H -2.583 -1.895 -2.954  0.4662
H -2.545 -1.037 -1.683  0.4778
O -2.891 -1.060 -2.577  -0.9437
H 0.696 0.972 4.192  0.4743
H 1.759 0.158 3.361  0.4700
O 1.054 0.118 4.010  -0.9435

HOMO level = -9.4 eV
SMILES = O=CCCS.O.O
Calculated total energy = -744.17669 a.u.
Frontier orbital gap = 9.694 eV
Molecular weight = 126.18 g/mol